67
Properties=species:S:1:pos:R:3:lowdin_charge:R:1 method="wB97M-V/def2-TZVPD" charge=-1 multiplicity=1 lumo_ev=1.57
Rb -0.058 -0.676 -0.118 0.838
C 1.972 3.163 0.491 -0.198
C 3.302 2.405 0.373 -0.183
C 3.221 0.888 0.130 -0.268
N 2.306 0.261 1.059 -0.075
C 2.657 0.035 2.287 -0.263
C 4.004 0.042 2.777 -0.064
C 4.505 0.152 4.055 -0.144
C 3.864 0.409 5.263 -0.167
C 2.484 0.548 5.401 -0.138
C 1.458 0.285 4.522 -0.056
C 1.482 -0.287 3.198 -0.259
N 0.491 -0.909 2.641 -0.049
C -0.716 -1.104 3.428 -0.259
C -1.699 0.089 3.356 -0.176
C -2.728 0.103 2.200 -0.261
N -2.234 0.729 0.981 -0.053
C -2.322 2.018 0.892 -0.261
C -2.847 2.885 1.920 -0.054
C -3.456 4.114 1.812 -0.136
C -3.676 4.933 0.705 -0.166
C -3.087 4.738 -0.540 -0.145
C -2.167 3.803 -0.961 -0.065
C -1.623 2.653 -0.301 -0.267
N -0.541 2.029 -0.653 -0.077
C 0.415 2.638 -1.548 -0.271
C 1.311 3.647 -0.808 -0.183
H 2.160 4.048 1.105 0.103
H 1.260 2.554 1.051 0.099
H 3.848 2.536 1.312 0.102
H 3.921 2.859 -0.412 0.103
H 4.246 0.490 0.149 0.091
H 2.852 0.701 -0.888 0.084
H 4.755 -0.035 1.998 0.080
H 5.591 0.093 4.112 0.088
H 4.479 0.573 6.139 0.070
H 2.151 0.903 6.375 0.090
H 0.469 0.490 4.909 0.077
H -0.479 -1.282 4.485 0.096
H -1.226 -2.003 3.061 0.099
H -1.116 1.012 3.312 0.105
H -2.260 0.116 4.297 0.106
H -3.636 0.604 2.559 0.096
H -3.007 -0.933 1.969 0.090
H -2.822 2.476 2.922 0.078
H -3.853 4.494 2.752 0.091
H -4.289 5.815 0.842 0.071
H -3.337 5.485 -1.291 0.088
H -1.772 3.969 -1.957 0.078
H -0.029 3.158 -2.411 0.090
H 1.041 1.840 -1.973 0.085
H 0.675 4.504 -0.567 0.103
H 2.078 4.014 -1.503 0.103
C -3.078 -2.972 -1.043 -0.110
N -2.034 -2.661 -2.002 -0.083
C -0.813 -3.245 -1.986 -0.949
S -0.418 -4.480 -0.944 0.659
N 0.075 -2.705 -2.862 -0.088
C 1.454 -3.131 -2.980 -0.110
H -3.953 -2.377 -1.294 0.091
H -2.764 -2.733 -0.026 0.070
H -3.330 -4.031 -1.081 0.071
H -2.181 -1.865 -2.600 0.132
H -0.220 -1.917 -3.415 0.130
H 1.509 -4.211 -2.868 0.054
H 2.090 -2.679 -2.215 0.086
H 1.822 -2.846 -3.965 0.084


20
Properties=species:S:1:pos:R:3:lowdin_charge:R:1 method="wB97M-V/def2-TZVPD" multiplicity=1 lumo_ev=0.84
C -1.328 3.196 -1.635 -0.139
N -1.499 0.961 0.046 0.034
C -0.687 2.125 0.338 -0.303
N -0.565 3.134 -0.390 -0.014
H -0.878 3.937 -2.286 0.060
H -2.349 3.513 -1.424 0.076
H -1.384 2.231 -2.131 0.062
H -0.911 0.146 0.202 0.037
H -2.244 0.896 0.734 0.075
H -0.129 2.069 1.270 0.099
C 1.566 -1.475 1.408 -0.156
N 1.502 -2.807 0.823 -0.191
C 0.901 -2.789 -0.499 -0.159
H 2.098 -0.817 0.722 0.078
H 0.572 -1.058 1.625 0.060
H 2.126 -1.503 2.342 0.074
H 0.966 -3.407 1.436 0.093
H -0.093 -2.311 -0.531 0.068
H 0.794 -3.805 -0.871 0.074
H 1.542 -2.236 -1.179 0.074


75
Properties=species:S:1:pos:R:3:lowdin_charge:R:1 method="wB97M-V/def2-TZVPD" charge=-1 multiplicity=1 lumo_ev=2.22
O 0.735 0.002 -1.240 0.024
C 0.695 1.213 -1.363 -0.609
O 1.741 2.049 -1.135 -0.399
Nb 2.402 3.078 -2.838 1.010
C -0.697 1.829 -1.760 -0.159
C -1.581 1.201 -2.740 -0.029
C -2.834 1.887 -3.059 -0.082
C -3.139 3.155 -2.408 -0.098
C -2.275 3.786 -1.409 -0.073
C -1.025 3.102 -1.090 -0.049
H 4.133 2.750 -2.304 -0.200
H 2.367 1.611 -3.918 -0.176
H 0.729 3.470 -3.414 -0.150
H 2.325 4.638 -1.849 -0.180
H 3.029 4.092 -4.202 -0.200
H -1.263 0.237 -3.200 0.112
H -3.502 1.428 -3.820 0.090
H -4.076 3.689 -2.678 0.085
H -2.499 4.746 -0.897 0.092
H -0.307 3.551 -0.357 0.105
N -2.271 -3.378 2.062 0.046
C -3.090 -3.818 1.100 -0.171
C -3.093 -3.328 -0.196 -0.078
C -2.198 -2.318 -0.517 -0.065
C -1.341 -1.843 0.461 -0.053
C -1.415 -2.404 1.727 -0.142
H -3.774 -4.606 1.400 0.074
H -3.778 -3.725 -0.934 0.096
H -2.170 -1.906 -1.519 0.102
H -0.630 -1.056 0.246 0.066
H -0.761 -2.068 2.525 0.093
N 2.029 -1.032 2.903 0.060
C 2.287 -0.434 4.072 -0.182
C 2.093 0.917 4.307 -0.077
C 1.604 1.698 3.271 -0.070
C 1.330 1.104 2.050 -0.041
C 1.557 -0.257 1.918 -0.139
H 2.670 -1.086 4.850 0.083
H 2.318 1.346 5.275 0.097
H 1.439 2.760 3.414 0.105
H 0.949 1.683 1.219 0.085
H 1.355 -0.767 0.983 0.087
N -6.304 -8.064 -1.072 0.049
C -5.186 -8.798 -1.071 -0.160
C -4.176 -8.665 -0.131 -0.076
C -4.330 -7.714 0.865 -0.082
C -5.479 -6.939 0.884 -0.086
C -6.430 -7.154 -0.101 -0.156
H -5.110 -9.527 -1.871 0.100
H -3.293 -9.289 -0.177 0.100
H -3.563 -7.577 1.618 0.109
H -5.633 -6.186 1.645 0.097
H -7.347 -6.575 -0.126 0.101
N 0.240 5.833 -4.318 0.050
C 0.366 6.978 -3.646 -0.157
C -0.035 8.212 -4.139 -0.087
C -0.596 8.260 -5.405 -0.104
C -0.736 7.083 -6.122 -0.089
C -0.305 5.903 -5.535 -0.154
H 0.815 6.888 -2.661 0.088
H 0.090 9.110 -3.547 0.093
H -0.922 9.204 -5.827 0.096
H -1.169 7.080 -7.115 0.093
H -0.395 4.954 -6.055 0.103
N 7.742 -1.096 5.295 0.047
C 6.821 -0.918 4.340 -0.146
C 5.571 -1.518 4.351 -0.071
C 5.256 -2.354 5.409 -0.088
C 6.194 -2.555 6.410 -0.083
C 7.413 -1.905 6.307 -0.168
H 7.115 -0.258 3.531 0.105
H 4.865 -1.336 3.552 0.093
H 4.290 -2.843 5.454 0.103
H 5.983 -3.202 7.253 0.097
H 8.178 -2.029 7.067 0.097


21
Properties=species:S:1:pos:R:3:lowdin_charge:R:1 method="wB97M-V/def2-TZVPD" multiplicity=1 smiles=CO.O.O.O.O.O lumo_ev=0.72
C 1.278 -1.809 -0.809 -0.129
O 0.145 -1.006 -1.081 -0.146
H 2.202 -1.258 -0.991 0.081
H 1.295 -2.207 0.200 0.075
H 1.209 -2.656 -1.497 0.080
H -0.391 -0.817 -0.303 0.064
H 1.248 -0.400 2.847 0.064
H 0.042 0.468 2.664 0.022
O 0.297 -0.471 2.710 -0.069
H -0.347 2.227 0.753 0.002
H -0.915 2.723 2.107 0.047
O -0.256 2.134 1.729 -0.075
H 0.112 3.197 -1.287 0.058
H -0.254 1.767 -1.704 0.012
O -0.332 2.409 -0.964 -0.059
H -1.119 -1.250 2.202 -0.002
H -2.085 -2.437 1.740 0.030
O -1.658 -1.626 1.467 -0.077
H -0.116 0.501 -4.029 0.055
H -0.261 -0.181 -2.668 0.039
O -0.092 0.694 -3.087 -0.072


17
Properties=species:S:1:pos:R:3:lowdin_charge:R:1 method="wB97M-V/def2-TZVPD" multiplicity=1 smiles="C=C(C)OO.CC#N" lumo_ev=0.61
C 0.180 0.794 2.077 -0.042
C 0.434 0.836 0.595 -0.481
C -0.353 1.546 -0.271 0.034
O 1.783 0.817 0.230 -0.101
O 2.510 -0.167 0.964 -0.041
H 2.230 -1.002 0.538 0.071
H 0.780 1.553 2.577 0.093
H -0.877 0.963 2.275 0.081
H 0.478 -0.173 2.480 0.071
H 0.001 1.772 -1.260 0.057
H -1.263 2.024 0.063 0.057
C -1.274 -1.530 -2.094 -0.056
C -0.305 -1.680 -1.029 -0.179
N 0.206 -1.282 -0.064 0.182
H -1.593 -0.480 -2.115 0.087
H -2.124 -2.190 -1.922 0.085
H -0.812 -1.800 -3.045 0.082


68
Properties=species:S:1:pos:R:3:lowdin_charge:R:1 method="wB97M-V/def2-TZVPD" charge=+2 multiplicity=5 lumo_ev="-7.28 / -10.26"
Pd 0.133 -2.118 0.657 1.072
O 0.332 -1.794 3.160 -0.369
Cl -0.084 -3.181 2.977 0.686
O -0.366 -3.840 4.183 -0.200
O -1.281 -3.129 2.081 -0.407
O 0.943 -3.837 2.179 -0.337
N 1.055 -1.356 -0.832 0.087
C 1.549 -1.248 -2.025 -0.232
C 2.471 -0.167 -2.347 -0.160
C 3.135 0.509 -1.306 -0.016
C 4.017 1.524 -1.593 -0.042
C 4.239 1.891 -2.920 -0.018
C 3.563 1.255 -3.956 -0.031
C 2.674 0.235 -3.677 0.003
C 1.142 -2.238 -3.031 -0.191
C -0.209 -2.584 -3.146 -0.031
C -0.605 -3.471 -4.125 -0.048
C 0.345 -4.052 -4.960 -0.029
C 1.694 -3.735 -4.824 -0.034
C 2.098 -2.824 -3.867 -0.012
H 2.974 0.193 -0.282 0.105
H 4.546 2.030 -0.797 0.120
H 4.946 2.679 -3.148 0.124
H 3.717 1.568 -4.979 0.123
H 2.108 -0.224 -4.476 0.127
H -0.939 -2.110 -2.503 0.111
H -1.653 -3.712 -4.246 0.119
H 0.036 -4.764 -5.714 0.122
H 2.432 -4.195 -5.468 0.123
H 3.150 -2.591 -3.750 0.133
C -0.194 -6.496 -1.200 -0.056
C -0.588 -5.286 -0.387 -0.270
O 0.395 -4.228 -0.525 -0.161
H -0.895 -7.311 -1.014 0.094
H 0.806 -6.840 -0.926 0.089
H -0.200 -6.270 -2.267 0.075
H -0.693 -5.549 0.665 0.109
H -1.526 -4.860 -0.734 0.118
H 1.249 -4.581 -0.245 0.098
C -0.743 7.759 2.126 -0.097
C -1.679 6.582 1.890 -0.283
S -0.976 5.109 2.601 0.657
O -0.486 5.363 3.928 -0.271
O -0.099 4.458 1.644 -0.328
C -2.351 3.957 2.769 -0.194
C -1.720 2.718 3.419 -0.098
N -1.909 1.480 2.625 0.116
C -0.885 0.829 1.958 -0.183
N -1.345 -0.278 1.297 0.099
C -2.619 -0.360 1.558 0.065
C -2.992 0.756 2.397 -0.008
N -4.326 1.033 2.907 -0.299
O -4.457 2.010 3.602 0.161
O -5.161 0.233 2.549 0.178
C 0.505 1.265 2.005 0.048
H -1.184 8.646 1.675 0.091
H 0.230 7.600 1.664 0.090
H -0.609 7.952 3.188 0.085
H -1.811 6.343 0.835 0.110
H -2.645 6.709 2.384 0.112
H -2.699 3.773 1.752 0.118
H -3.141 4.400 3.369 0.114
H -2.088 2.562 4.426 0.151
H -0.644 2.854 3.479 0.103
H -3.254 -1.165 1.213 0.157
H 0.875 1.181 3.036 0.142
H 0.595 2.317 1.696 0.100
H 1.102 0.619 1.373 0.070


18
Properties=species:S:1:pos:R:3:lowdin_charge:R:1 method="wB97M-V/def2-TZVPD" multiplicity=1 smiles="CC(C)C#[N+][O-].C=NCl" lumo_ev=0.64
C -0.032 -0.735 0.090 -0.052
C 3.039 -0.665 0.271 -0.175
C -1.149 0.977 -1.248 -0.053
C -2.245 0.128 0.840 -0.075
C -0.891 0.450 0.163 -0.418
N 0.476 -1.688 -0.309 -0.154
N 2.152 0.087 0.720 -0.449
O 1.019 -2.721 -0.394 0.012
Cl 2.091 1.729 0.120 0.576
H 3.827 -0.383 -0.539 0.107
H 3.200 -1.626 0.840 0.100
H -2.172 0.709 -1.438 0.077
H -0.399 0.562 -1.916 0.078
H -0.811 1.996 -1.248 0.067
H -2.020 -0.099 1.885 0.086
H -2.769 -0.638 0.258 0.090
H -2.947 0.896 0.881 0.053
H -0.369 1.022 1.024 0.130


The calculated total energy results, record by record, are as follows: -1723.81431 -324.41853 -1721.39166 -497.93266 -400.98336 -2775.14805 -840.65735 Ha.